Entry 1:
ORCA calculation (ωB97M-V/def2-TZVPD) on AlF2NO4S2 as an isolated structure in a non-equilibrium geometry.

## Properties
* Kohn-Sham gap: 4.08 eV
* LUMO energy: -16.82 eV
* total charge: +2
* highest occupied orbital energy: -20.90 eV
* 2S+1: 1

The geometry in XYZ format:
```
10
Properties=species:S:1:pos:R:3:mulliken_charge:R:1
Al -1.241 1.391 3.025 1.032
N -0.339 0.171 0.582 0.110
S -0.633 -0.996 -0.349 1.037
O -0.007 -2.258 -0.039 -0.200
O -1.035 -0.641 -1.736 -0.168
F -2.125 -1.335 0.135 -0.204
S 1.031 0.633 -0.343 1.057
O 0.794 1.260 -1.634 -0.226
O 2.254 -0.128 -0.213 -0.248
F 1.302 1.902 0.572 -0.190
```



Entry 2:
ORCA calculation (ωB97M-V/def2-TZVPD) on AlH38O19 as an isolated structure in a non-equilibrium geometry.

## Properties
* Kohn-Sham gap: 3.84 eV
* LUMO energy: -14.74 eV
* total charge: +3
* highest occupied orbital energy: -18.58 eV
* 2S+1: 1

The geometry in XYZ format:
```
58
Properties=species:S:1:pos:R:3:mulliken_charge:R:1
Al 0.457 -0.332 -0.094 1.468
O -0.012 -3.374 -0.573 -0.403
H -0.248 -3.888 -1.346 0.239
H 0.370 -4.010 0.031 0.216
O 0.295 1.185 -4.818 -0.620
H -0.451 0.587 -4.840 0.269
H 0.839 0.917 -5.559 0.297
O 0.386 3.648 2.743 -0.617
H -0.089 3.946 3.519 0.271
H 0.946 4.387 2.506 0.290
O -1.691 1.936 0.022 -0.336
H -2.093 1.958 -0.846 0.200
H -2.074 2.683 0.482 0.264
O 1.013 -2.421 2.030 -0.390
H 0.696 -3.318 2.133 0.262
H 1.914 -2.446 2.353 0.249
O -4.746 -0.274 0.613 -0.586
H -5.133 -1.024 1.065 0.313
H -4.237 0.176 1.288 0.266
O 2.868 0.806 4.063 -0.644
H 3.560 0.524 4.662 0.253
H 2.598 1.662 4.394 0.271
O -1.889 -1.496 1.379 -0.259
H -2.318 -2.340 1.246 0.238
H -2.492 -1.005 1.938 0.151
O 0.074 1.810 -2.347 -0.309
H 0.249 1.699 -3.282 0.269
H 0.087 2.758 -2.212 0.282
O -3.004 2.233 -2.529 -0.639
H -3.953 2.122 -2.487 0.308
H -2.761 1.900 -3.392 0.278
O -2.217 -3.134 -3.013 -0.614
H -1.866 -3.833 -3.564 0.295
H -2.899 -3.559 -2.492 0.300
O -1.319 0.630 5.014 -0.565
H -1.169 -0.034 4.341 0.298
H -1.882 1.278 4.592 0.304
O 2.840 0.591 -1.642 -0.391
H 3.731 0.441 -1.326 0.250
H 2.945 0.777 -2.575 0.246
O 1.270 2.548 0.293 -0.288
H 0.901 3.102 0.981 0.209
H 2.055 3.014 0.005 0.262
O 0.523 0.660 2.750 -0.075
H 0.030 1.454 2.959 0.085
H 1.257 0.665 3.363 0.329
O -1.869 -0.824 -1.853 -0.205
H -2.590 -0.394 -2.314 0.202
H -1.905 -1.734 -2.148 0.216
O 0.856 -1.367 -2.863 -0.310
H 1.670 -1.623 -3.298 0.243
H 0.189 -1.430 -3.546 0.202
O 2.909 -2.336 -0.423 -0.390
H 3.723 -1.833 -0.470 0.208
H 3.185 -3.248 -0.515 0.260
O 3.236 -0.210 1.580 -0.459
H 3.140 0.016 2.505 0.198
H 4.095 -0.626 1.523 0.338
```



Entry 3:
ORCA calculation (ωB97M-V/def2-TZVPD) on AlHO as an isolated structure in a non-equilibrium geometry.

## Properties
* Kohn-Sham gap: 3.76 eV
* LUMO energy: -18.62 eV
* total charge: +2
* highest occupied orbital energy: -22.38 eV
* 2S+1: 1

The geometry in XYZ format:
```
3
Properties=species:S:1:pos:R:3:mulliken_charge:R:1
Al -0.898 -8.272 17.621 1.275
O -4.235 -9.956 15.673 0.253
H -4.542 -9.220 15.109 0.472
```



Entry 4:
ORCA calculation (ωB97M-V/def2-TZVPD) on ArH18O9 as an isolated structure.

## Properties
* Kohn-Sham gap: 9.98 eV
* LUMO energy: -0.02 eV
* highest occupied orbital energy: -10.00 eV
* 2S+1: 1

The geometry in XYZ format:
```
28
Properties=species:S:1:pos:R:3:mulliken_charge:R:1
Ar -0.111 0.065 -1.082 -0.001
O 2.021 2.176 -1.063 -0.639
H 1.702 1.652 -1.798 0.263
H 2.889 1.821 -0.874 0.319
O -0.228 0.035 2.929 -0.625
H 0.269 -0.767 2.769 0.344
H 0.383 0.742 2.721 0.327
O -1.285 -2.805 -1.461 -0.660
H -1.814 -2.016 -1.339 0.314
H -0.958 -3.013 -0.586 0.356
O 1.343 -2.383 1.728 -0.670
H 1.940 -1.665 1.516 0.298
H 1.776 -2.851 2.442 0.294
O -0.999 -3.616 1.185 -0.686
H -1.575 -3.313 1.886 0.317
H -0.237 -3.039 1.234 0.437
O -0.949 3.861 0.935 -0.610
H -0.466 3.035 0.965 0.331
H -1.670 3.695 0.328 0.303
O -3.211 -0.807 -1.527 -0.609
H -3.639 -0.132 -1.000 0.287
H -3.691 -0.805 -2.355 0.280
O 1.705 1.100 -3.811 -0.664
H 1.485 0.200 -4.050 0.328
H 0.978 1.623 -4.148 0.323
O 1.107 2.251 1.603 -0.637
H 1.714 2.790 2.110 0.301
H 1.521 2.166 0.744 0.378
```